The following is a DFT calculation (wB97M-V/def2-TZVPD) of C19H21Cl2CoGeNS3 as an isolated structure.

The geometry in XYZ format:
```
48
Properties=species:S:1:pos:R:3:forces:R:3
Ge 2.51102 0.52927 -2.01587 -0.163 -0.202 0.026
Co -0.66047 -0.07857 -0.71537 0.210 -0.507 -0.044
Cl -4.82740 -3.19348 -2.85983 -0.016 -0.080 -0.049
Cl -3.04628 1.35451 -0.46800 -0.068 0.290 0.121
S -2.39965 -1.14315 -2.33341 0.229 0.197 0.039
S -1.43279 -1.21811 1.41539 0.180 0.041 -0.215
S 1.05290 3.11726 2.35932 -0.050 -0.216 -0.328
N 0.07857 1.73316 0.45533 -0.311 -0.267 0.386
C 1.27568 -1.76214 1.86876 -0.045 0.185 -0.189
C -5.02551 -1.82046 -1.80221 -0.010 0.035 0.040
C -6.26024 -1.67366 -1.19870 0.024 0.026 0.000
C -5.47436 0.31162 -0.12961 -0.061 -0.050 -0.029
C -6.49556 -0.60427 -0.34761 -0.002 0.026 0.029
C 2.33257 -2.07819 2.70633 0.108 -0.014 -0.006
C -0.20252 -1.85121 3.75796 0.122 -0.113 0.100
C 2.28357 2.22944 -3.10738 0.025 -0.135 0.040
C 0.86093 -2.17552 4.58646 -0.075 0.008 -0.003
C 0.20900 1.74016 1.74902 0.084 0.318 -0.275
C 0.94865 -0.48569 -1.65565 0.428 0.227 0.100
C -0.02798 -1.64382 2.37820 -0.302 0.149 0.087
C 3.54622 1.17920 -0.40648 -0.062 -0.091 -0.077
C 3.93815 -0.43331 -3.05990 -0.139 0.086 0.109
C -4.25561 0.14374 -0.75312 -0.058 -0.166 -0.094
C -3.93543 -0.93963 -1.61130 -0.155 0.042 0.117
C 2.14349 -2.29453 4.06809 0.122 -0.025 0.007
C 1.23324 3.69889 0.74833 -0.136 -0.079 0.134
C 0.64616 2.83066 -0.11298 0.281 0.346 -0.152
H 4.33198 0.45580 -0.17137 0.008 -0.037 -0.011
H 2.76579 2.10571 -4.08120 0.022 -0.022 -0.022
H 1.44583 -1.55094 0.80972 -0.099 -0.073 0.135
H -0.19039 0.95779 2.37102 -0.061 -0.157 0.149
H 4.82940 0.18834 -3.18289 0.032 0.043 -0.001
H 3.32935 -2.14523 2.28042 -0.007 -0.006 0.024
H 4.01509 2.15391 -0.56502 0.030 0.063 -0.024
H 1.22243 2.40412 -3.29075 -0.039 0.008 0.005
H -7.45446 -0.48999 0.14100 -0.010 0.009 0.010
H 4.22431 -1.35081 -2.54202 -0.004 -0.018 0.033
H -7.02924 -2.40870 -1.39729 -0.012 -0.002 0.003
H 1.07153 -1.49781 -2.06465 0.017 0.027 -0.124
H 2.98034 -2.54038 4.71345 -0.004 0.005 -0.021
H 3.56410 -0.70577 -4.04839 -0.032 0.006 -0.030
H 0.63013 2.92188 -1.18737 0.004 0.031 -0.036
H 2.71885 3.11115 -2.62762 0.015 0.022 0.046
H 1.76702 4.60342 0.51643 0.012 0.042 0.012
H -1.19926 -1.75434 4.17301 -0.013 0.011 -0.041
H 0.68304 -2.32935 5.64684 0.015 -0.003 0.001
H -5.61346 1.16002 0.52649 -0.018 0.013 0.015
H 2.89129 1.23903 0.46442 -0.014 0.005 0.001
```
Forces are in eV/Å.

Output
Lowest unoccupied orbital energy (spin up / spin down) (eV): 4.1 / 4.1
Strongest force on any atom (eV/Å): 0.6
Relative energy (zero: lowest compared OMol25 entry of this formula, charge and spin) (kcal per mole): 0.0
Expectation value of S²: 3.771
HOMO (spin up / spin down) (Eh): 0.021 / 0.007
Multiplicity: 4
Orbital gap (spin up / spin down) (eV): 3.55 / 3.91
Total charge: -2

These are the Mulliken partial charges, in e, on atoms 1 to 6:
1. Ge 0.47
2. Co -0.06
3. Cl -0.26
4. Cl -0.20
5. S -0.37
6. S -0.38

=====

The following is a DFT calculation (wB97M-V/def2-TZVPD) of C46H48BrF6MnN2O5PS as an isolated structure at a distorted geometry.

The geometry in XYZ format:
```
111
Properties=species:S:1:pos:R:3:forces:R:3
Br -3.39657 1.04053 -4.76850 -0.143 -0.551 -0.142
Mn -1.23751 1.61941 -0.66750 -0.380 0.105 -0.223
S -2.55268 1.52028 2.43477 -2.024 -0.064 0.447
P 2.24135 -1.00532 -0.50002 -0.537 -0.048 0.119
F -6.87986 -0.00420 0.14279 0.660 0.881 0.019
F -4.47749 0.15945 -1.10797 -0.202 0.060 0.067
F -7.99375 2.21101 1.26891 0.090 0.231 0.055
F -6.46807 4.55432 1.35660 -0.079 -0.059 -0.470
F 0.22903 2.38993 0.31792 0.241 0.010 0.438
F -4.19049 4.73295 -0.00195 0.270 0.378 0.118
O -3.08857 2.51268 -1.23356 1.231 0.083 -0.487
O -3.87177 1.20885 2.94865 -0.380 0.015 0.307
O -0.16262 1.79190 -2.53869 -0.004 0.036 2.351
O -2.31018 2.92593 2.27027 0.756 -0.294 -0.560
O 0.09321 1.38873 -4.68046 -0.857 0.833 0.416
N -1.44348 -0.61993 -1.03975 0.648 0.483 -0.666
N -2.24089 0.65678 1.14460 0.585 0.934 -0.322
C -6.17547 1.18426 0.13320 -1.382 -0.620 -0.214
C -2.73165 -2.59921 -0.58045 1.093 1.264 0.028
C -0.46264 1.98170 -3.72013 0.443 -1.346 -2.658
C 3.61676 3.10274 1.14001 -0.590 0.482 0.841
C 4.69603 2.04734 1.27192 -0.405 -0.127 0.492
C -4.19317 2.46515 -0.62203 -1.359 -1.154 0.691
C -6.79860 2.31583 0.64823 1.107 0.128 0.042
C -2.71126 -0.60502 0.99408 0.103 -0.834 -0.465
C 2.90154 0.65420 0.09325 -0.183 -0.813 0.897
C -3.95835 -2.62369 1.41283 -0.567 -0.537 1.359
C 4.94897 -2.28065 -3.05611 1.378 -0.573 -2.225
C -2.25010 -1.30810 -0.21942 -0.414 0.302 0.190
C -1.87892 0.06925 4.65115 -0.674 0.806 -0.354
C 4.13640 0.64162 0.99316 0.350 -0.156 0.650
C -3.12509 5.16939 -4.73226 -0.369 -0.533 0.751
C -0.26984 -3.22473 2.13805 1.526 -0.910 -0.216
C 2.87645 -3.56141 -2.68918 1.143 0.062 0.467
C 3.76754 -1.97234 -0.83391 0.946 -0.581 0.507
C -0.94789 -0.40537 5.55386 -0.127 -0.628 0.371
C 3.45733 -3.44014 -1.21775 1.137 0.287 -1.728
C 0.55532 -2.83537 3.37266 -0.295 -0.992 -0.161
C 4.67572 -1.32598 -1.95159 0.862 0.691 1.891
C 2.65825 -2.21065 2.14544 -0.726 -0.104 -1.154
C -3.59456 3.85200 -4.90291 1.601 1.081 0.031
C 3.11148 1.71749 -0.96168 -1.202 0.137 -0.029
C -4.80665 3.54525 0.02167 0.036 0.460 -0.310
C -2.74647 2.78416 -4.59305 -0.579 0.771 0.075
C 0.83011 0.73367 4.31302 -1.798 -0.862 0.569
C -0.09877 1.19568 3.40073 -0.547 -0.134 0.852
C -1.44995 0.89462 3.64440 1.413 0.311 -1.001
C 3.62899 -2.61851 -3.69322 -0.768 -1.084 -0.826
C -1.12493 4.33375 -3.76691 1.488 -1.305 0.677
C -0.91477 -1.14419 -2.15032 -1.821 -0.249 1.793
C -4.96429 1.26103 -0.49551 0.814 0.264 -0.516
C -3.55352 -1.33130 1.81365 -0.458 0.063 0.416
C 1.57011 -1.83092 1.11062 0.633 0.996 -0.275
C -1.51840 3.02151 -4.03212 0.773 0.060 0.040
C 2.99761 3.08514 -0.24032 1.068 1.216 -1.849
C -1.88522 5.39939 -4.11593 -0.607 0.552 -0.159
C -3.61338 -3.26388 0.26883 -0.439 -0.535 -0.015
C -2.15421 -3.14565 -1.72071 0.285 -0.375 -0.969
C 2.04029 -3.09884 3.21728 0.648 -1.566 -0.106
C 0.38876 -0.07734 5.38146 0.359 0.046 -0.104
C 0.65440 -3.03321 0.88150 -0.694 -0.108 0.916
C -6.04052 3.49423 0.62344 -0.972 -0.660 0.895
C -1.22075 -2.45130 -2.47975 0.081 -1.755 -0.429
H 4.04471 1.51588 -1.49867 0.103 0.425 0.177
H -0.42329 -0.47025 -2.78027 1.198 0.715 -0.761
H 1.13953 -0.51978 6.03048 -0.100 0.131 0.100
H 5.51101 2.29589 0.60889 0.372 0.075 -0.342
H 3.03592 -4.61161 -3.00946 -0.394 0.462 0.129
H 0.93835 -0.99266 1.50929 0.336 -0.596 -0.249
H 0.03371 -2.83275 0.04188 -0.510 -0.034 -0.918
H 4.42516 -1.98023 0.08378 -0.780 -0.134 -0.774
H 1.85192 0.91885 4.20510 1.490 0.342 -0.213
H 3.62603 -3.01891 -4.76848 0.395 0.093 1.584
H 2.81955 -3.96225 -0.55434 -0.858 -0.194 0.801
H 3.08275 -1.29517 2.54406 0.160 -0.176 0.221
H 5.73072 -2.04254 -3.84783 -0.909 0.659 1.003
H -2.49246 -4.14393 -2.02306 0.335 0.240 0.068
H -0.55648 -4.30088 2.25136 -0.107 0.825 -0.381
H 2.78655 2.98480 1.84476 0.173 -0.597 0.267
H 5.38323 -3.17273 -2.63363 0.204 -0.465 0.200
H -4.55243 3.70791 -5.33381 -0.748 -0.319 -0.165
H -1.13050 -2.57723 2.07961 -0.456 -0.061 -0.109
H 3.98578 4.10077 1.43375 0.144 -0.219 -0.430
H -4.00655 -0.90265 2.73864 0.659 -0.433 -1.093
H 4.97943 -0.01942 0.69155 -0.619 0.232 -0.116
H 4.40850 -4.01576 -1.17864 -0.446 0.298 0.023
H -1.31225 -1.08941 6.33342 0.524 0.353 -0.177
H -1.49134 6.36596 -3.82295 -0.456 0.253 -0.310
H 3.13536 -1.67264 -3.81781 -0.731 0.449 0.117
H 2.29745 1.66873 -1.68945 0.085 0.015 -0.124
H 3.79950 0.30144 1.96713 0.142 -0.333 0.140
H -4.54129 -3.15528 2.17054 -0.172 0.045 -0.403
H 0.12538 1.79678 2.53618 0.338 0.203 -0.315
H 2.05779 0.97477 0.75295 0.326 0.009 -0.676
H 1.93678 3.38366 -0.22338 0.515 -0.220 0.068
H 1.16901 -3.99009 0.70733 0.223 0.442 -0.049
H -0.68257 -2.98634 -3.29083 -0.641 0.654 0.367
H 0.41843 -1.78067 3.49371 -0.068 0.536 0.595
H -3.97333 -4.25364 -0.03082 0.066 0.293 0.403
H -2.96183 -0.04910 4.65508 0.275 -0.429 0.517
H 3.57591 3.84184 -0.84943 -0.650 -0.566 0.257
H -0.15200 4.40412 -3.22339 -0.910 0.339 -0.536
H 5.08614 2.01692 2.29365 0.247 0.235 -0.068
H 4.28357 -0.35386 -2.25809 -0.067 -0.246 -0.344
H -3.82645 5.98568 -4.88440 0.208 -0.021 -0.257
H 1.83226 -3.31554 -2.62127 -0.582 -0.084 -0.272
H 2.29166 -4.20483 3.02560 -0.668 1.330 -0.009
H 2.53613 -2.92263 4.15460 0.258 0.230 0.663
H 5.61325 -1.11779 -1.39949 -0.179 0.212 -0.504
H 3.40971 -2.75713 1.56059 0.162 0.122 0.546
H 0.17922 -3.40119 4.23026 -0.074 0.437 0.201
```
Forces are in eV/Å.

Output
Lowest unoccupied orbital energy (spin up / spin down) (eV): 4.0 / 4.0
Strongest force on any atom (eV/Å): 3.0
Relative energy (zero: lowest compared OMol25 entry of this formula, charge and spin) (kcal per mole): 18.7
Expectation value of S²: 8.753
HOMO (spin up / spin down) (Eh): -0.088 / -0.096
Multiplicity: 6
Orbital gap (spin up / spin down) (eV): 6.42 / 6.65
Total charge: -2

These are the Mulliken partial charges, in e, on atoms 1 to 6:
1. Br -0.18
2. Mn 1.46
3. S 1.40
4. P 0.72
5. F -0.41
6. F -0.51

=====

The following is a DFT calculation (wB97M-V/def2-TZVPD) of C44H43N7O5PSW as an isolated structure at a distorted geometry.

The geometry in XYZ format:
```
102
Properties=species:S:1:pos:R:3:forces:R:3
W -0.99433 -0.94221 -0.34719 -0.597 0.786 -0.277
S 0.16098 -1.27652 -3.06351 -0.012 0.034 0.224
P -0.89884 -1.86099 2.04925 0.099 -0.123 -0.008
O -2.43718 0.40964 -0.45445 0.183 -0.497 -0.003
O -1.12257 -0.72125 -2.44910 0.276 -0.077 0.086
O -1.53618 -2.72092 -0.65728 -0.201 0.023 0.180
O 0.13750 -2.53474 -3.72342 0.066 0.041 -0.056
O -1.15376 -4.88661 -1.18951 -0.061 0.037 -0.030
N -1.89531 1.39098 1.60258 0.052 -0.128 -0.003
N 0.68188 -1.91890 -1.21890 0.125 -0.137 -0.223
N -0.26600 -0.16083 -4.65476 -0.028 0.015 0.010
N 0.60082 0.12613 -0.38031 0.170 0.015 0.131
N 0.89450 1.24778 -2.49349 0.122 0.187 0.010
N -0.22467 1.19496 -4.57909 -0.055 -0.004 -0.005
N -0.42458 -0.57548 -5.84352 -0.002 -0.017 -0.016
C -0.50704 2.96561 -6.37786 -0.001 0.033 -0.007
C -0.87590 -5.92887 1.96326 -0.014 0.010 -0.008
C -1.51288 3.14427 3.49072 -0.084 0.026 0.115
C 1.43029 0.27776 5.36639 0.052 -0.044 0.004
C 3.54521 2.07582 -1.67154 -0.013 0.002 0.015
C -0.83779 1.87247 -8.54840 0.001 -0.026 -0.004
C -0.27187 -1.26995 4.66559 0.003 0.010 -0.006
C -2.68085 4.14712 3.40626 0.012 0.001 -0.012
C -5.39405 -1.15068 2.60317 0.013 0.009 -0.008
C -2.31006 0.21590 0.86412 -0.132 0.074 0.226
C 3.86254 -0.76671 -2.06727 -0.017 -0.013 0.011
C -1.56534 2.33188 4.80402 0.020 0.001 -0.020
C -0.15679 3.84336 3.31782 0.004 -0.011 -0.053
C -1.28473 -4.60917 1.84598 0.005 -0.002 0.021
C 0.74178 -3.36479 -1.07612 -0.081 -0.007 -0.003
C 0.44903 -0.65744 5.67765 0.013 -0.026 0.012
C -0.43184 -3.58262 2.25605 0.015 0.053 -0.004
C 5.64111 2.43622 -2.97489 -0.002 -0.012 0.007
C -0.13035 1.88575 -3.31286 -0.020 -0.039 0.070
C 1.23385 -5.20500 2.87872 0.005 -0.015 0.000
C 4.81651 0.11216 -2.37167 0.014 0.012 -0.007
C 2.52478 -0.21217 -1.69788 -0.010 0.009 -0.001
C -3.46410 -2.49088 3.17031 0.004 -0.030 0.001
C -0.54898 0.52646 -6.63627 0.009 0.021 0.027
C -0.01581 -0.94291 3.33193 -0.014 0.049 -0.047
C 0.51349 2.66481 -0.47228 0.019 -0.037 0.015
C 1.68213 0.61170 4.04293 0.032 -0.021 -0.003
C 0.83314 -3.88397 2.77332 -0.005 0.018 0.011
C -4.81950 -2.21284 3.29357 0.003 0.004 -0.007
C -4.61646 -0.33218 1.79417 -0.011 -0.005 0.003
C -3.26270 -0.60717 1.67690 0.047 -0.074 -0.062
C -0.75965 0.61266 -8.02304 -0.005 0.001 -0.020
C -0.42484 1.67741 -5.84187 0.032 -0.028 -0.023
C 1.60766 -0.93307 -0.70692 0.077 0.021 0.051
C 1.09302 1.40620 -1.04858 -0.001 0.024 -0.115
C 2.60507 1.14713 -0.96983 -0.012 -0.008 -0.003
C 1.62210 0.14503 -2.88122 -0.175 -0.265 -0.083
C 0.95835 0.00520 3.02371 -0.035 -0.022 0.035
C -2.68103 -1.68782 2.35083 0.013 0.082 -0.022
C -0.71258 3.02779 -7.73477 0.001 -0.003 0.023
C -0.71611 -3.81379 -1.00512 0.121 -0.054 -0.092
C -1.69995 2.16536 2.42567 0.000 0.019 -0.105
C 4.60257 1.57782 -2.32320 -0.003 -0.002 0.002
C 0.37874 -6.22544 2.47656 0.016 0.002 0.006
H -3.64388 3.65317 3.52970 0.002 -0.003 0.002
H -0.74901 1.61103 4.85696 -0.082 0.067 -0.009
H 6.61405 2.26657 -2.50950 0.003 0.004 -0.003
H 1.23782 -3.65610 -0.14574 0.006 0.012 0.014
H 2.20660 -5.44307 3.28736 0.001 0.007 0.002
H -0.03195 4.52987 4.15434 0.000 0.003 0.003
H -3.03505 -3.33581 3.69377 0.007 -0.007 -0.006
H 0.66558 3.12835 3.33630 -0.011 0.019 0.006
H 0.69220 -7.25665 2.56881 -0.001 -0.002 -0.001
H 5.79472 -0.23644 -2.68057 -0.001 -0.004 0.002
H -5.43730 -2.83847 3.92364 -0.001 -0.003 -0.002
H 4.02110 -1.83632 -2.12633 0.007 0.001 -0.001
H -2.55763 4.86287 4.21833 0.001 -0.003 0.004
H -2.51802 1.81403 4.91571 -0.006 0.006 -0.001
H 2.45501 1.33201 3.80597 0.009 -0.007 0.002
H -0.78504 3.99873 -8.20627 -0.001 -0.001 -0.003
H 0.78160 2.73607 0.58183 -0.014 0.005 -0.002
H -1.02061 -2.01294 4.91424 0.007 -0.002 0.010
H 5.39922 3.49361 -2.89475 0.001 0.001 0.000
H 5.74637 2.17878 -4.03037 0.002 0.002 -0.002
H -1.53669 -6.72367 1.64544 -0.001 -0.001 0.000
H -0.42223 3.86047 -5.77757 0.000 0.000 -0.003
H 0.25513 -0.91750 6.70965 0.002 -0.003 0.000
H 1.49191 -3.09309 3.11301 0.008 -0.020 -0.003
H -0.85446 -0.27887 -8.62644 -0.001 0.001 0.000
H -1.09303 1.86402 -2.79598 -0.015 -0.020 -0.023
H -0.57310 2.68699 -0.56915 -0.004 0.011 0.001
H -2.67328 4.69434 2.46427 0.000 0.003 0.001
H -0.12307 4.42618 2.39728 0.005 0.003 0.003
H 0.13493 2.91888 -3.54216 -0.001 -0.001 0.007
H 0.92819 3.53129 -0.98753 -0.004 0.005 0.002
H -6.45555 -0.96340 2.69273 0.000 -0.001 0.003
H 1.15222 0.26269 1.98981 0.034 0.001 -0.005
H 2.15924 -1.28559 0.16867 -0.024 -0.037 0.004
H 1.21962 -3.86506 -1.91732 0.003 0.006 0.000
H 2.02756 0.09204 -3.88690 0.052 0.046 0.014
H 3.42091 3.14650 -1.55451 0.007 0.002 -0.009
H -1.46228 3.03746 5.62808 -0.002 0.012 -0.001
H -5.06286 0.49092 1.24982 -0.006 0.002 0.010
H 2.00378 0.73957 6.15916 0.001 0.005 0.003
H -1.00046 2.00133 -9.60915 0.000 0.008 0.001
H 2.90110 1.00321 0.07853 0.007 -0.003 -0.004
H -2.25580 -4.38748 1.42147 -0.020 -0.006 0.028
```
Forces are in eV/Å.

Output
Lowest unoccupied orbital energy (eV): -9.3
Strongest force on any atom (eV/Å): 1.0
Relative energy (zero: lowest compared OMol25 entry of this formula, charge and spin) (kcal per mole): 51.3
HOMO (Eh): -0.586
Orbital gap (eV): 6.69
Total charge: +3

These are the Mulliken partial charges, in e, on atoms 1 to 6:
1. W 1.90
2. S 1.70
3. P 1.62
4. O -0.83
5. O -0.92
6. O -0.77